(1)
{
  "formula": "C3H8NO",
  "method": "ωB97M-V with the def2-TZVPD basis set",
  "elements": ["C", "O", "C", "C", "N", "H", "H", "H", "H", "H", "H", "H", "H"],
  "xyz": [[-0.441, -1.027, 0.773], [-0.486, -0.666, 2.106], [0.419, -0.191, -0.413], [-0.543, 0.842, -0.926], [1.553, 0.497, 0.306], [-1.446, -0.988, 0.178], [-0.091, -2.034, 0.674], [0.706, -0.700, -1.296], [-0.983, 1.526, -0.077], [-0.151, 1.530, -1.710], [-1.505, 0.402, -1.246], [2.047, -0.243, 0.723], [0.920, 1.052, 0.907]],
  "spin_multiplicity": 2,
  "energy_ev": -6774.5827,
  "fmax_ev_per_a": 3.8,
  "gap_ev": [10.6, 7.7],
  "molar_mass_g_mol": 74.10,
  "charge": 0
}

(2)
{
  "formula": "C3H8NO",
  "method": "ωB97M-V with the def2-TZVPD basis set",
  "elements": ["C", "C", "C", "N", "O", "H", "H", "H", "H", "H", "H", "H", "H"],
  "xyz": [[-1.189, -0.167, 0.831], [0.955, -0.580, 0.181], [-0.376, 0.696, -1.354], [-0.147, 0.501, 0.096], [1.673, -0.410, 1.274], [-1.781, -0.842, 0.209], [-1.009, -0.328, 1.921], [0.756, -1.439, -0.332], [-1.025, 1.612, -1.406], [0.606, 1.096, -1.628], [-0.649, -0.313, -1.888], [0.121, 1.464, 0.520], [2.065, -1.291, 1.576]],
  "energy_ev": -6766.9948,
  "fmax_ev_per_a": 5.2,
  "gap_ev": [9.6, 8.5],
  "molar_mass_g_mol": 74.10,
  "charge": 1
}